Record 1
Density functional theory data (the ωB97M-V functional and the def2-TZVPD basis) for a molecular structure, C7H18O12V3.

Each line ends with the Löwdin charge.
Geometry (Å):
O: -7.905 3.159 -1.342  -0.32
H: 1.351 3.744 3.199  0.04
O: 2.875 -0.128 6.071  -0.03
H: 1.245 -0.265 -7.875  0.08
C: 2.705 -1.587 4.283  -0.04
O: 0.684 3.494 2.560  -0.05
O: -0.505 0.170 -5.076  -0.04
H: 0.002 -2.470 -7.049  0.09
H: 1.679 -1.264 4.457  0.07
C: 5.082 -0.799 5.279  -0.05
O: -5.946 -3.567 2.537  -0.23
O: -3.452 2.152 0.216  -0.03
O: -8.527 2.935 1.138  -0.28
H: 5.708 -1.560 4.814  0.07
H: -0.971 -2.243 -5.701  0.07
O: -2.627 0.264 0.667  -0.05
H: -0.111 3.371 3.078  0.04
H: 0.738 -2.287 -5.374  0.09
H: -1.374 -0.158 -4.834  0.09
V: 0.298 2.192 -1.193  1.28
C: 3.541 -1.148 5.538  -0.51
H: 1.989 -0.079 -6.281  0.08
H: 5.335 -0.004 4.577  0.07
C: -0.191 -0.451 -6.275  -0.53
H: 3.544 -1.923 6.304  0.12
O: 1.732 1.487 -1.084  -0.23
H: 1.127 1.224 -6.970  0.07
H: 2.750 -2.631 3.975  0.07
H: 3.497 0.585 6.235  0.10
H: 3.101 -0.993 3.458  0.07
C: 1.100 0.138 -6.873  -0.06
V: -4.514 -3.136 2.099  1.25
O: -3.653 -4.443 2.033  -0.24
H: 5.608 -0.446 6.166  0.07
V: -7.315 3.433 0.211  1.22
O: -4.584 0.774 1.346  -0.02
C: -3.524 1.098 0.820  -1.16
C: -0.001 -1.942 -6.096  -0.06
O: 0.407 3.559 -1.958  -0.21
H: -0.897 -0.256 -7.082  0.14

Output
- Molecular weight: 447.04 g mol⁻¹
- Net charge: +1
- Energy relative to the best compared isomer or geometry (same formula, charge and spin): 11.2955 eV

Record 2
Density functional theory data (the ωB97M-V functional and the def2-TZVPD basis) for a molecular structure, C7H19Ag2ClO6P.

Each line ends with the natural charge from an NBO analysis.
Geometry (Å):
H: 0.363 2.409 2.964  0.22
H: -1.449 -2.012 -3.161  0.22
H: 1.392 1.193 2.483  0.22
C: 0.635 -2.568 0.768  -0.08
H: 1.025 4.107 -1.983  0.23
H: 1.222 2.516 -1.600  0.22
O: 0.497 4.670 0.837  -0.53
H: 0.345 -2.127 1.721  0.19
O: -0.604 3.372 -1.033  -0.69
C: 0.402 1.586 2.250  -0.29
H: -2.834 1.582 1.200  0.19
C: -0.990 -1.373 -2.406  -0.25
C: -0.171 -1.637 -0.160  -0.08
C: -2.820 2.477 0.577  -0.26
H: -3.873 2.755 0.545  0.25
H: 0.194 2.872 -3.023  0.25
H: -1.133 -1.385 0.286  0.19
O: 0.401 2.050 0.875  -0.73
H: -1.756 -0.863 -1.822  0.19
H: 0.151 -4.683 2.530  0.18
O: -0.154 -2.079 -1.491  -0.62
H: 0.179 -0.605 -0.171  0.17
H: 0.059 -5.665 1.079  0.21
P: -0.329 3.457 0.535  2.52
C: 0.552 -4.801 1.523  -0.26
Ag: 5.230 -0.490 -0.769  0.93
H: -2.469 2.125 -0.393  0.19
H: -0.347 -0.642 -2.896  0.18
H: -0.326 0.824 2.530  0.22
H: 1.629 -4.967 1.558  0.17
C: 0.458 3.177 -2.010  -0.28
H: 1.677 -2.413 0.490  0.14
Ag: 1.940 -2.590 -2.189  0.93
Cl: 2.648 0.184 -1.447  -0.88
O: -1.859 3.378 1.180  -0.75
O: 0.118 -3.832 0.624  -0.53

Output
- Expectation value of S²: 0.760
- 2S+1: 2
- Molecular weight: 481.39 g mol⁻¹
- Net charge: +2
- DFT total energy: -1824.3140 Ha

Record 3
Density functional theory data (the ωB97M-V functional and the def2-TZVPD basis) for a molecular structure, C7H19B2F8N3O3Rb.

Each line ends with the Löwdin charge.
Geometry (Å):
H: -1.850 -1.744 2.443  0.14
F: 3.366 -3.985 -2.591  0.19
C: 1.899 -0.065 1.310  -0.16
C: -1.552 0.889 3.426  -0.05
F: 2.257 -3.128 -0.911  0.09
H: 1.203 0.441 1.979  0.15
O: -2.587 0.344 -0.567  -0.02
H: 2.674 -0.463 1.965  0.19
F: -0.087 0.921 -5.800  0.16
H: 3.498 1.049 0.455  0.16
C: -3.693 0.223 -0.147  -0.79
C: 2.469 0.718 0.309  -0.21
F: 3.388 -1.879 -2.216  0.18
H: 0.718 -2.083 2.804  0.15
F: 1.521 -2.819 -3.091  0.08
O: 1.757 1.771 -0.231  -0.05
H: -3.780 -1.744 -0.310  0.13
H: 0.113 -2.923 1.573  0.14
H: 3.387 3.128 -0.152  0.10
Rb: -0.278 -1.241 -1.623  1.09
H: -1.401 -0.609 1.182  0.08
C: 2.301 3.044 -0.106  -0.06
N: -4.446 1.289 0.179  0.17
H: -1.563 0.885 4.516  0.09
H: -5.249 -0.953 0.277  0.12
C: 0.273 -1.876 1.830  -0.10
O: -0.665 -0.189 3.085  -0.23
H: -2.546 0.570 3.111  0.09
F: 1.739 1.374 -4.604  0.20
N: 1.256 -1.253 0.863  0.07
H: 2.624 -0.009 -0.488  0.15
F: 0.065 2.648 -4.419  0.12
F: 0.027 0.618 -3.556  0.04
H: -1.152 1.858 3.125  0.09
H: 2.068 3.430 0.887  0.10
H: 2.034 -1.894 0.798  0.13
H: -3.911 2.127 0.001  0.12
B: 0.426 1.344 -4.616  -1.55
H: 1.889 3.858 -0.702  0.11
C: -1.037 -1.118 2.074  -0.19
N: -4.297 -0.914 -0.058  0.19
H: -5.454 1.309 0.236  0.11
B: 2.594 -2.952 -2.240  -1.52

Output
- Expectation value of S²: 0.755
- 2S+1: 2
- Molecular weight: 452.32 g mol⁻¹
- Net charge: 0
- DFT total energy: -1541.1035 Ha

Record 4
Density functional theory data (the ωB97M-V functional and the def2-TZVPD basis) for 2 unconnected molecules or ions with the total composition C7H19BN3O5.

Each line ends with the natural charge from an NBO analysis.
Geometry (Å):
H: 5.746 -1.004 1.520  0.24
H: 3.410 1.228 2.179  0.50
H: -6.799 2.758 0.730  0.20
O: 3.436 1.306 1.204  -0.87
O: -3.288 2.498 -0.804  -0.49
H: 2.823 -2.983 -0.068  0.41
H: 2.325 -1.023 2.311  0.46
H: 6.205 -2.463 0.557  0.26
H: -0.288 -0.617 0.977  0.41
H: -0.344 -2.127 1.601  0.42
C: 4.896 -1.151 -0.627  -0.08
H: -7.173 4.077 -0.389  0.20
N: 2.262 -0.924 1.290  -0.95
H: -1.352 1.878 -0.746  0.18
O: -4.903 1.189 0.111  -0.65
C: -6.674 3.112 -0.295  -0.26
C: 1.402 -1.734 0.624  0.82
H: -3.500 -0.099 -1.668  0.23
O: -5.295 3.301 -0.614  -0.49
C: -2.346 1.434 -0.660  -0.07
C: -4.532 2.227 -0.378  0.98
H: -2.416 0.988 0.338  0.18
H: -2.495 0.863 -2.737  0.22
H: -1.751 -0.370 -1.693  0.20
N: 1.826 -2.799 -0.249  -0.71
H: 4.749 -2.039 -1.343  0.19
C: 5.319 -1.762 0.771  -0.69
O: 3.686 -0.370 -0.684  -0.74
B: 3.185 0.059 0.569  1.29
H: 4.538 -2.448 1.258  0.19
H: 5.768 -0.564 -1.084  0.22
N: -0.050 -1.599 0.755  -0.81
C: -2.530 0.394 -1.751  -0.64
H: -7.128 2.415 -1.001  0.19
H: 1.287 -3.651 -0.005  0.43

Output
- Molecular weight: 236.06 g mol⁻¹
- Net charge: +1
- Energy relative to the best compared isomer or geometry (same formula, charge and spin): 1.6825 eV

Record 5
Density functional theory data (the ωB97M-V functional and the def2-TZVPD basis) for 2 unconnected molecules or ions with the total composition C7H19ClN3OP.

Each line ends with the natural charge from an NBO analysis.
Geometry (Å):
H: -2.566 -3.597 -2.232  0.20
C: 0.849 2.112 2.229  -0.40
H: -2.553 -2.212 -3.156  0.20
H: 2.311 0.727 2.696  0.21
H: 3.452 0.012 -0.501  0.38
C: 0.580 2.123 0.753  0.07
N: 2.616 0.520 -0.436  -1.25
C: -1.092 -2.307 -1.724  -0.11
P: 1.343 -0.315 -0.066  1.87
H: 2.936 2.260 2.154  0.21
Cl: -0.247 -0.610 -3.456  0.13
C: -2.028 -2.975 -2.782  -0.58
H: -2.356 -0.502 -1.625  0.22
H: 0.214 -1.672 1.337  0.40
H: -1.967 -1.020 -0.158  0.20
H: -1.099 2.871 -0.529  0.22
H: 0.637 3.139 2.703  0.19
C: -0.727 2.855 0.493  -0.61
H: -0.813 -3.050 -1.084  0.19
H: -1.372 -3.482 -3.501  0.21
H: 2.386 2.106 3.938  0.21
C: -2.173 -1.376 -1.113  -0.62
O: 0.341 0.712 0.597  -0.85
H: -3.056 -1.866 -1.106  0.20
N: 0.089 -1.758 -2.312  -0.41
H: 1.444 2.227 0.061  0.24
C: 2.279 1.775 2.829  -0.61
H: -0.629 3.761 0.908  0.21
H: 0.059 1.449 2.629  0.21
H: 1.433 -2.525 0.518  0.40
N: 1.165 -1.685 1.002  -1.15
H: -1.457 2.301 0.930  0.21

Output
- Molecular weight: 227.68 g mol⁻¹
- Net charge: 0
- Energy relative to the best compared isomer or geometry (same formula, charge and spin): 4.2851 eV

Record 6
Density functional theory data (the ωB97M-V functional and the def2-TZVPD basis) for C7H19ClN3OP in the gas phase.

Each line ends with the natural charge from an NBO analysis.
Geometry (Å):
C: 2.912 0.944 1.376  -0.63
N: -1.470 -0.653 -1.193  -0.59
H: -2.682 2.524 -2.275  0.43
H: 1.299 2.650 0.228  0.18
H: 2.614 0.042 -0.963  0.36
P: -1.683 1.044 -0.700  1.46
H: -0.244 -3.598 -1.092  0.22
H: -0.858 2.907 1.483  0.23
H: -0.229 -1.009 0.293  0.21
N: 1.830 -0.315 -0.435  -0.84
C: -0.037 2.139 1.721  -0.67
H: 1.051 -2.475 -0.715  0.25
H: -2.109 0.936 -2.802  0.41
C: -0.004 -2.580 -1.170  -0.65
C: 0.653 1.719 0.458  0.10
H: 0.642 2.666 2.478  0.23
H: -0.340 1.189 2.260  0.21
H: -2.668 -2.984 -0.083  0.24
H: -1.566 -2.673 1.461  0.23
C: 1.592 0.485 0.775  -0.08
H: 1.026 -0.072 1.520  0.18
H: 3.075 1.991 1.019  0.20
C: -2.001 -2.359 0.513  -0.64
O: -0.104 1.326 -0.707  -0.83
H: 1.088 -0.306 -1.097  0.38
H: 2.841 1.151 2.473  0.22
N: -2.108 1.659 -2.148  -1.21
C: -0.910 -1.694 -0.337  -0.11
H: 3.811 0.332 1.269  0.23
H: -2.765 -1.529 0.816  0.22
H: 0.140 -2.258 -2.272  0.23
Cl: -2.794 -1.197 -2.155  -0.17

Output
- Expectation value of S²: 2.010
- 2S+1: 3
- Molecular weight: 227.68 g mol⁻¹
- Net charge: 0
- Energy relative to the best compared isomer or geometry (same formula, charge and spin): 1.6299 eV

Number 2 is which compound? C7H19Ag2ClO6P

What is the molecular weight in the sixth record? 227.68 g mol⁻¹

Which formula does entry 3 have? C7H19B2F8N3O3Rb

Number 3 is which compound? C7H19B2F8N3O3Rb